The following is a DFT calculation (ωB97M-V/def2-TZVPD) of a molecular structure, C43H68GeN7OP3SSc in a non-equilibrium geometry.

XYZ file:
```
125
Properties=species:S:1:pos:R:3
Sc 0.704 -0.170 -0.398
C -1.692 4.538 0.385
C -0.172 4.457 0.220
C 0.322 5.666 -0.578
P 0.443 2.827 -0.491
C -0.144 2.968 -2.266
N -1.396 2.253 -2.442
Ge -1.662 0.352 -1.765
N -1.525 -1.505 -3.098
C -0.533 -2.538 -2.908
P -0.284 -2.795 -1.083
C -1.651 -4.037 -0.753
C -2.999 -3.498 -1.249
C -1.353 -5.408 -1.362
C 1.278 -3.789 -0.863
C 2.516 -2.943 -1.156
C 1.295 -4.256 0.597
C -2.066 -1.310 -4.295
C -1.807 -2.103 -5.448
C -2.396 -1.804 -6.649
C -3.232 -0.689 -6.757
C -3.509 0.103 -5.640
C -2.975 -0.214 -4.413
N -3.294 0.475 -3.168
C -3.537 1.910 -3.352
C -4.739 2.402 -3.798
C -4.871 3.760 -4.090
C -3.780 4.623 -3.931
C -2.588 4.157 -3.439
C -2.446 2.788 -3.088
C -4.402 -0.154 -2.436
C -5.453 -0.821 -3.042
C -6.532 -1.232 -2.273
C -6.542 -0.969 -0.910
C -5.465 -0.346 -0.298
C -4.365 0.065 -1.052
N -3.229 0.722 -0.592
C -3.153 1.202 0.753
P -2.018 0.411 2.025
C -2.636 -1.113 2.821
C -2.810 -2.191 1.753
C -3.929 -0.812 3.578
C -1.566 1.754 3.205
C -0.692 1.159 4.313
C -2.754 2.543 3.757
C 2.293 3.154 -0.452
C 2.962 3.399 -1.802
C 2.928 1.986 0.317
H -1.976 5.580 0.538
H -2.038 3.992 1.261
H -2.222 4.188 -0.505
H 0.295 4.482 1.210
H -0.274 5.823 -1.479
H 1.374 5.628 -0.855
H 0.187 6.553 0.042
H 0.616 2.506 -2.898
H -0.225 4.015 -2.542
H 0.408 -2.272 -3.394
H -0.870 -3.484 -3.339
H -1.697 -4.148 0.332
H -3.113 -3.651 -2.324
H -3.131 -2.432 -1.044
H -3.812 -4.041 -0.766
H -1.163 -5.357 -2.435
H -2.230 -6.042 -1.222
H -0.516 -5.910 -0.880
H 1.262 -4.643 -1.540
H 2.537 -2.055 -0.495
H 2.569 -2.626 -2.196
H 3.416 -3.517 -0.930
H 1.258 -3.398 1.275
H 2.211 -4.810 0.807
H 0.460 -4.916 0.829
H -1.161 -2.967 -5.376
H -2.212 -2.429 -7.512
H -3.690 -0.447 -7.707
H -4.161 0.954 -5.757
H -5.588 1.743 -3.926
H -5.814 4.141 -4.460
H -3.883 5.670 -4.182
H -1.780 4.861 -3.303
H -5.452 -1.009 -4.108
H -7.371 -1.727 -2.741
H -7.400 -1.258 -0.317
H -5.498 -0.181 0.771
H -4.133 1.223 1.233
H -2.753 2.217 0.747
H -1.847 -1.404 3.522
H -3.574 -1.903 1.026
H -3.135 -3.120 2.222
H -1.869 -2.375 1.237
H -4.739 -0.545 2.897
H -3.807 -0.015 4.311
H -4.238 -1.708 4.116
H -0.943 2.398 2.572
H -1.266 0.504 4.970
H -0.302 1.969 4.930
H 0.158 0.599 3.916
H -3.236 2.011 4.576
H -3.510 2.775 3.006
H -2.392 3.488 4.164
H 2.423 4.047 0.163
H 2.925 2.513 -2.439
H 4.010 3.661 -1.648
H 2.501 4.227 -2.340
H 2.783 1.042 -0.235
H 2.493 1.886 1.315
H 4.002 2.127 0.437
O 0.124 -0.874 1.215
N -0.638 0.243 1.110
S 1.556 0.070 -2.826
C 3.082 0.007 -3.664
N 3.076 0.236 -4.964
C 4.282 0.181 -5.808
C 5.288 -0.761 -5.168
C 5.515 -0.348 -3.724
N 4.214 -0.258 -3.036
H 2.194 0.451 -5.398
H 4.698 1.184 -5.912
H 3.990 -0.167 -6.796
H 6.229 -0.730 -5.714
H 4.915 -1.786 -5.206
H 6.018 0.619 -3.672
H 6.124 -1.082 -3.200
H 4.200 -0.396 -2.040
```

Computed properties:
Largest force on an atom (hartree/bohr): 0.0650
Charge: +4
Spin multiplicity: 2
HOMO-LUMO gap (spin up / spin down) (eV): 5.54 / 4.97
HOMO energy (spin up / spin down) (eV): -17.2 / -17.1
Calculated total energy (hartree): -6396.46407

Results of the Mulliken charge analysis, in e, for atoms 1 through 6: -1.467, -0.723, 0.242, -1.718, 1.280, -1.315



The following is a DFT calculation (ωB97M-V/def2-TZVPD) of 3 unconnected molecules or ions with the total composition C7H13NO2 in a non-equilibrium geometry.

XYZ file:
```
23
Properties=species:S:1:pos:R:3
C -1.663 1.914 -0.388
N -0.833 1.101 -1.245
C -0.590 -0.246 -0.976
C -0.272 -0.635 0.336
C 0.393 -1.806 0.608
C 0.647 -2.700 -0.440
C 0.281 -2.369 -1.730
C -0.255 -1.126 -2.002
H -2.590 1.457 -0.038
H -1.795 2.889 -0.838
H -1.191 2.117 0.584
H -1.014 1.317 -2.210
H -0.366 0.166 1.058
H 0.630 -2.139 1.619
H 1.299 -3.546 -0.241
H 0.443 -3.168 -2.440
H -0.310 -0.767 -3.019
O 2.701 0.567 0.568
H 2.551 1.290 -0.048
H 1.892 0.034 0.539
O -0.016 1.612 3.695
H -0.731 2.168 3.364
H 0.792 1.871 3.243
```

Computed properties:
Largest force on an atom (hartree/bohr): 0.0324
SMILES string: CNc1ccccc1.O.O
Energy above the lowest of the compared OMol25 structures with the same formula, charge and spin (kcal per mole): 34.73
HOMO-LUMO gap (eV): 8.74
HOMO energy (eV): -8.2
Calculated total energy (hartree): -479.74118

Results of the natural (NBO) charge analysis, in e, for atoms 1 through 6: -0.412, -0.604, 0.174, -0.298, -0.209, -0.240



The following is a DFT calculation (ωB97M-V/def2-TZVPD) of a gas-phase ion, C22H43N2O3P2 (charge +1) in a non-equilibrium geometry.

XYZ file:
```
72
Properties=species:S:1:pos:R:3
C -8.808 -5.631 2.174
C -7.506 -6.413 2.835
C -6.072 -5.819 2.216
C -5.270 -4.858 3.324
C -3.810 -4.525 2.654
C -3.106 -3.207 3.351
C -1.960 -2.633 2.326
C -0.454 -2.756 2.967
C 0.241 -1.258 2.827
C 1.656 -1.307 3.652
C 2.591 0.031 3.521
C 2.141 1.091 2.355
C 2.541 0.537 0.829
C 3.867 1.310 0.222
C 3.648 1.826 -1.336
C 2.616 3.123 -1.571
C 2.444 3.540 -3.183
C 1.474 4.810 -3.647
C 2.525 5.988 -4.187
C 0.625 5.455 -2.374
C -0.022 6.935 -2.696
C 3.308 2.609 -4.272
P 3.195 2.919 -6.192
O 1.732 3.461 -6.599
N 4.176 1.522 -3.696
P 5.124 0.595 -4.949
O 6.177 -0.509 -4.056
O 6.277 1.713 -5.705
N 4.381 1.108 -2.417
H -8.598 -4.474 2.134
H -8.967 -6.079 1.089
H -9.740 -5.892 2.869
H -7.596 -7.546 2.522
H -7.495 -6.375 4.007
H -6.386 -5.152 1.295
H -5.344 -6.693 1.920
H -5.185 -5.385 4.371
H -5.869 -3.833 3.425
H -3.951 -4.384 1.483
H -3.122 -5.488 2.808
H -3.962 -2.416 3.569
H -2.661 -3.519 4.406
H -2.201 -1.487 2.109
H -2.059 -3.191 1.299
H 0.215 -3.486 2.328
H -0.445 -3.137 4.096
H 0.380 -1.029 1.687
H -0.540 -0.463 3.245
H 1.373 -1.446 4.802
H 2.286 -2.272 3.373
H 3.707 -0.343 3.334
H 2.604 0.575 4.557
H 0.999 1.386 2.369
H 2.727 2.105 2.587
H 2.795 -0.599 0.971
H 1.594 0.604 0.140
H 4.769 0.529 0.194
H 4.162 2.180 0.947
H 2.081 3.686 -0.691
H 0.680 4.497 -4.447
H 1.979 6.912 -4.657
H 3.246 5.560 -5.024
H 3.218 6.252 -3.268
H 1.371 5.619 -1.456
H -0.286 4.755 -2.050
H -0.126 7.178 -3.835
H -1.038 7.140 -2.140
H 0.748 7.733 -2.255
H 3.395 1.723 -6.970
H 4.106 4.001 -6.593
H 6.972 0.087 -3.821
H 6.429 2.506 -5.102
```

Computed properties:
Largest force on an atom (hartree/bohr): 0.1331
Charge: +1
SMILES string: CCCCCCCCCCCCCCc1cc([C@H](C)CC)c([PH2]=O)[n+](P(O)O)n1
HOMO-LUMO gap (eV): 5.61
HOMO energy (eV): -11.2
Calculated total energy (hartree): -1881.22107

Results of the Mulliken charge analysis, in e, for atoms 1 through 6: -0.911, -0.476, -0.604, -0.434, -0.631, -0.490



Q: The highest largest force on an atom belongs to which entry?
A: C22H43N2O3P2



Q: Which of these has the lowest largest force on an atom?
A: C7H13NO2



Q: Look up the largest force on an atom of the first one.
A: 0.0650 hartree/bohr